Entry 1:
Formula: C23H23HfN6O7S
Source: the Open Molecules 2025 dataset
Level of theory: ωB97M-V/def2-TZVPD

The geometry in XYZ format:
```
61
Properties=species:S:1:pos:R:3:forces:R:3:mulliken_charge:R:1
C 1.720 -2.909 -4.205 -0.195 -0.059 -0.382 -0.12
H 2.990 0.992 2.333 -0.033 -0.004 0.049 0.41
C 3.483 0.581 4.379 -0.041 -0.006 0.007 -0.79
H -2.740 -1.417 -3.082 -0.029 -0.048 -0.008 0.27
H 1.509 -0.784 -4.139 -0.026 -0.040 0.035 0.66
N 0.313 1.654 1.539 0.527 0.494 0.514 0.60
C 0.968 -1.756 -2.285 -0.002 0.183 -0.086 0.23
N 2.189 -2.875 -5.615 1.050 0.094 0.542 1.04
N -1.671 -0.077 1.239 0.160 -0.133 -0.072 -0.05
H 1.068 -5.095 -1.732 0.004 0.030 -0.010 0.43
N -1.548 2.727 -2.367 -0.246 0.212 0.361 -0.47
C 0.318 0.669 2.363 -0.108 -0.525 0.107 0.96
N 1.041 2.770 1.907 -0.360 -0.337 -0.362 -1.43
C -2.677 -0.940 1.084 0.004 0.208 0.020 -0.12
C -0.623 -1.629 2.720 -0.087 -0.218 0.139 -0.60
C 1.632 0.090 5.839 0.014 0.016 0.000 -0.86
N 1.970 4.685 1.175 -0.041 0.004 -0.207 -0.42
C -0.688 -0.399 2.100 0.298 0.365 0.127 0.18
C 1.163 -4.150 -2.249 0.026 0.011 0.010 -0.70
H -0.307 0.102 4.930 0.051 0.000 -0.015 0.55
C -3.011 2.592 -0.535 -0.127 0.235 0.306 0.61
H 2.141 4.922 2.137 0.017 -0.010 0.018 0.24
C 0.581 -0.489 -1.643 0.249 -0.095 0.440 0.59
H 4.546 0.717 4.227 -0.023 -0.009 0.006 0.42
C 1.243 0.547 3.505 -0.118 0.110 0.105 0.11
H -3.664 3.116 -2.514 -0.022 -0.007 -0.081 0.35
C -2.715 -2.172 1.707 -0.070 -0.061 0.027 -1.00
S 1.188 3.088 -0.808 -0.015 -0.134 0.469 -0.60
O -2.269 0.025 -1.667 -0.087 0.182 0.374 -0.39
O 2.333 -1.784 -6.121 -0.399 0.119 -0.175 -0.59
O 0.475 -0.427 -0.363 0.364 -0.832 -0.535 -0.34
C -2.827 3.313 -1.853 0.265 0.016 -0.180 -0.57
H 0.213 -1.863 3.363 -0.033 -0.015 -0.019 0.60
C 1.362 3.518 0.892 0.383 0.159 0.003 0.78
H 3.678 0.150 6.474 -0.013 0.007 -0.032 0.41
C 1.407 -1.717 -3.600 -0.065 0.108 -0.078 -0.24
O 2.533 -3.924 -6.106 -0.347 -0.238 -0.193 -0.60
H 1.249 -0.145 6.823 0.013 0.006 -0.024 0.41
H -3.200 0.248 -3.515 -0.007 -0.018 -0.036 0.37
O -1.945 2.723 0.242 -1.625 0.441 0.025 -0.63
H -3.566 -2.823 1.558 0.033 0.014 0.010 0.46
H 2.364 5.247 0.444 -0.030 0.011 0.009 0.22
H -2.726 4.384 -1.698 0.002 0.023 0.009 0.36
C -1.647 -2.539 2.506 0.052 -0.068 0.055 -0.69
C 2.611 0.737 3.315 0.041 -0.063 -0.012 -0.33
C 2.995 0.262 5.641 0.027 0.004 -0.009 -0.42
H -3.503 -0.608 0.473 -0.012 -0.026 -0.036 0.52
H -3.143 0.226 -1.289 0.040 -0.001 -0.116 0.26
C 0.759 0.224 4.771 -0.049 0.051 0.077 -0.11
H -0.860 3.456 -2.519 0.022 -0.017 -0.015 0.35
H 1.863 -5.033 -4.098 -0.009 0.020 0.020 0.52
H -1.692 2.256 -3.253 0.044 -0.064 0.031 0.20
Hf -0.668 1.361 -0.436 0.501 0.104 -1.372 1.92
C -2.438 -0.374 -3.046 -0.118 0.065 0.066 -1.00
H -1.619 -3.513 2.978 -0.007 0.029 -0.006 0.50
H 0.511 -2.961 -0.575 -0.003 0.003 -0.005 0.51
O -3.917 1.809 -0.328 -0.109 0.076 0.071 -0.63
C 1.606 -4.127 -3.566 -0.038 -0.105 0.072 -0.47
H -1.489 -0.248 -3.551 0.084 0.021 0.002 0.37
O 0.279 0.548 -2.302 0.139 -0.261 -0.029 -0.59
C 0.849 -2.964 -1.603 0.079 -0.027 -0.011 -0.63
```
Forces are in eV/Å.

Calculated values
Net charge: +1
LUMO energy, eV: -3.5
ΔE to the lowest compared entry with this formula, charge and spin, kcal/mol: 22.18
Highest occupied orbital energy, eV: -11.02
Gap between HOMO and LUMO, eV: 7.479
Total energy, eV: -59637.41592

Entry 2:
Formula: C4H5NO2
Source: the Open Molecules 2025 dataset
Level of theory: ωB97M-V/def2-TZVPD

The geometry in XYZ format:
```
12
Properties=species:S:1:pos:R:3:forces:R:3:mulliken_charge:R:1
H -0.115 -2.436 0.409 -0.041 0.134 -0.098 0.30
H -0.231 -2.773 -1.345 -0.096 0.087 0.174 0.22
H 0.976 1.754 -1.354 0.086 -0.004 0.150 0.35
O 0.052 -0.835 -0.926 -0.005 0.148 -0.088 -0.37
C 0.046 0.177 -0.056 -0.008 0.020 0.113 0.73
C 0.484 2.131 0.763 0.021 -0.067 -0.140 -0.33
O -0.112 1.382 1.702 0.098 0.129 0.061 -0.18
H -1.602 -2.008 -0.489 0.114 -0.004 0.069 0.29
H 0.816 3.116 1.062 -0.217 -0.111 0.003 0.42
N -0.395 0.128 1.175 0.140 -0.215 -0.418 -0.37
C -0.513 -2.083 -0.547 -0.113 -0.203 0.080 -0.64
C 0.594 1.447 -0.394 0.022 0.086 0.094 -0.43
```
Forces are in eV/Å.

Calculated values
LUMO energy, eV: 1.0
ΔE to the lowest compared entry with this formula, charge and spin, kcal/mol: 51.62
Highest occupied orbital energy, eV: -9.71
Gap between HOMO and LUMO, eV: 10.711
Total energy, eV: -9812.07636
Structure (SMILES): COc1ccon1

Entry 3:
Formula: C14H21Cl2HfNO4
Source: the Open Molecules 2025 dataset
Level of theory: ωB97M-V/def2-TZVPD

The geometry in XYZ format:
```
43
Properties=species:S:1:pos:R:3:forces:R:3:mulliken_charge:R:1
H 2.208 1.334 1.141 -0.349 -0.435 -0.106 0.11
H 0.747 -0.176 -4.061 0.116 -0.091 -0.015 0.28
H -1.923 3.931 -0.991 0.006 0.067 0.015 0.28
H -0.576 3.672 0.136 -0.109 0.023 -0.018 0.39
C -1.826 -1.521 -2.279 0.009 -0.489 0.087 -1.53
H -3.526 1.302 0.364 0.017 -0.099 -0.082 0.30
C 2.889 -2.530 2.664 0.071 -0.035 -0.671 -0.48
H -2.114 -1.407 -3.333 0.039 0.027 0.017 0.30
C -1.972 0.749 -1.003 0.745 0.151 -0.613 0.64
C -0.004 0.299 -2.137 -0.863 0.708 0.914 0.60
Hf -0.308 0.171 0.774 0.706 -0.179 -2.016 1.56
H 3.929 -2.217 2.734 0.120 0.040 -0.148 0.25
H 1.637 -3.002 4.366 -0.133 0.076 0.097 0.25
H -4.089 0.957 -1.280 -0.058 -0.026 0.022 0.32
C 2.094 -2.138 3.884 -0.497 0.281 0.509 -0.53
H -1.110 -2.348 -2.202 -0.130 0.023 0.051 0.25
C 2.197 -1.813 1.471 -0.333 -0.090 1.290 0.21
N 1.111 -1.130 1.997 -0.063 0.478 0.485 0.11
C 0.997 -0.357 -3.006 0.336 -0.366 -0.227 -1.87
Cl -0.092 -4.692 -0.589 0.107 -0.401 -0.213 -0.96
O 2.559 -1.842 0.316 -0.095 0.179 0.388 -0.58
H 2.708 -1.624 4.624 -0.096 0.076 0.163 0.25
H 2.875 -3.602 2.481 -0.008 -0.072 -0.141 0.26
H 1.023 -1.440 -2.841 0.016 0.125 -0.027 0.39
C 0.987 -1.183 3.367 0.685 -0.348 -1.476 0.36
H 2.156 2.059 -1.800 -0.081 0.035 0.034 0.36
H -3.615 -0.369 -0.195 0.045 0.142 -0.043 0.38
C 0.062 1.643 -1.664 -1.174 -0.745 0.300 0.71
H -1.169 1.533 2.898 -0.172 -0.618 -1.130 0.21
C -1.477 3.214 -0.290 -0.123 0.306 0.164 -1.63
C -3.372 0.653 -0.505 -0.385 -0.043 0.091 -1.75
H -2.714 -1.823 -1.722 0.092 -0.006 -0.002 0.32
Cl -1.422 -1.919 0.875 -0.877 -0.798 0.359 -0.48
H 1.193 3.365 -1.109 0.037 -0.036 0.003 0.35
C 1.194 2.576 -1.863 0.282 0.167 -0.024 -1.75
O -1.372 1.251 1.978 -0.221 1.022 1.864 -0.72
O 0.158 -0.549 4.016 0.664 -0.498 0.037 -0.70
C -1.144 1.927 -0.956 0.366 -0.818 -0.447 0.53
H 2.004 0.032 -2.828 -0.066 -0.055 -0.007 0.37
H -2.177 3.060 0.537 0.103 0.037 -0.134 0.26
C -1.264 -0.248 -1.760 0.131 1.166 0.295 0.72
O 1.411 1.146 0.637 1.078 1.069 0.412 -0.67
H 1.129 3.056 -2.847 0.063 0.052 -0.058 0.32
```
Forces are in eV/Å.

Calculated values
Net charge: -2
LUMO energy, eV: 4.9
Highest occupied orbital energy, eV: -0.95
Gap between HOMO and LUMO, eV: 5.832
Total energy, eV: -50898.32943